Record 1
This record from the OMol25 dataset describes a molecular structure, C29H29CdN6O2S2. The level of theory is wB97M-V/def2-TZVPD.

Output
LUMO energy ... -2.3505 eV
Calculated total energy ... -69810.8099 eV
Highest occupied orbital energy ... -0.36820 Eh
Largest force on an atom ... 0.6 eV Å⁻¹

```
! RIJCOSX wB97M-V def2-TZVPD def2/J DEFGRID3
* xyz 1 1
Cd -0.44 0.71 -0.15
C 2.04 1.96 1.46
C 2.81 1.75 0.13
C 2.24 1.80 -1.28
C 3.14 1.64 -2.33
C 2.70 1.71 -3.63
C 1.35 1.95 -3.88
C 0.52 2.08 -2.80
N 0.94 2.00 -1.52
N 0.57 2.09 1.47
C 0.13 3.45 1.11
C -1.36 3.51 0.84
C -2.16 4.47 1.43
C -3.52 4.47 1.17
C -4.04 3.51 0.31
C -3.17 2.58 -0.24
N -1.86 2.58 0.01
C 0.01 1.69 2.79
C -0.50 0.26 2.82
C -0.06 -0.65 3.76
C -0.57 -1.94 3.74
C -1.53 -2.27 2.79
C -1.92 -1.29 1.89
N -1.41 -0.06 1.89
H 2.46 2.84 1.96
H 2.26 1.10 2.08
H 3.29 0.77 0.20
H 3.63 2.47 0.12
H 4.19 1.47 -2.11
H 3.39 1.58 -4.45
H 0.96 2.03 -4.89
H -0.54 2.27 -2.93
H 0.66 3.73 0.19
H 0.40 4.18 1.88
H -1.72 5.20 2.10
H -4.17 5.20 1.63
H -5.10 3.47 0.08
H -3.53 1.82 -0.92
H -0.83 2.34 3.02
H 0.76 1.83 3.58
H 0.69 -0.36 4.49
H -0.22 -2.68 4.44
H -1.95 -3.26 2.74
H -2.64 -1.51 1.12
O 0.37 -4.78 -0.62
C 1.28 -4.40 0.29
C 1.98 -5.42 0.95
C 2.93 -5.11 1.90
C 3.20 -3.79 2.23
C 2.52 -2.78 1.58
C 1.55 -3.06 0.61
C 0.84 -1.92 -0.01
O 1.13 -0.74 0.38
N -0.07 -2.22 -0.93
N -0.79 -1.12 -1.42
C -1.39 -1.35 -2.52
S -1.30 -2.88 -3.36
C -2.26 -2.32 -4.79
C -3.27 -1.30 -4.32
S -2.38 -0.11 -3.28
H -0.02 -3.95 -1.01
H 1.75 -6.44 0.68
H 3.46 -5.92 2.39
H 3.95 -3.55 2.97
H 2.71 -1.74 1.81
H -2.74 -3.19 -5.23
H -1.58 -1.88 -5.53
H -4.06 -1.77 -3.73
H -3.72 -0.74 -5.14
*
```

Record 2
This record from the OMol25 dataset describes a gas-phase ion, C3H7N2 (charge +1) at a distorted geometry. The level of theory is wB97M-V/def2-TZVPD.

Output
LUMO energy (spin up / spin down) ... -4.5445 / -4.5999 eV
Calculated total energy ... -6193.7859 eV
Highest occupied orbital energy (spin up / spin down) ... -0.50948 / -0.51368 Eh
Largest force on an atom ... 5.4 eV Å⁻¹

```
! RIJCOSX wB97M-V def2-TZVPD def2/J DEFGRID3
* xyz 1 1
C 1.29 0.40 -1.04
C -0.19 0.53 -1.00
C -0.29 0.44 0.51
N 1.74 0.42 0.13
N -0.57 -0.92 1.09
H 2.05 0.39 -1.79
H -0.57 1.50 -1.39
H -0.95 -0.21 -1.31
H -0.50 1.24 1.15
H -0.38 -0.92 2.07
H -0.12 -1.68 0.72
H -1.50 -1.20 0.87
*
```